81
Properties=species:S:1:pos:R:3:lowdin_charge:R:1 method="wB97M-V/def2-TZVPD" fmax_ha_per_bohr=0.0324 multiplicity=6 total_energy_ha=-5478.8426 orbital_gap_ev="4.724 / 6.542" lumo_ev="4.259 / 4.253" relative_energy_kcal_mol=31.0 total_charge=-2
Ir -0.03697 0.32467 -0.27033 1.06
C 1.64708 -3.51528 1.23764 -0.02
C 0.28237 -2.83129 1.11147 -0.52
C -0.88977 -3.79289 1.29143 -0.02
O 0.24735 -2.24209 -0.18201 -0.14
C 0.19576 -1.75602 2.26234 -0.66
O 0.07184 -2.18440 3.40840 -0.01
O 0.28319 -0.55500 1.92477 -0.26
H 1.70255 -4.38270 0.57996 0.08
H 1.81828 -3.81976 2.26714 0.08
H 2.41983 -2.80573 0.94391 0.08
H -0.79001 -4.66509 0.64268 0.08
H -1.81883 -3.26846 1.05048 0.08
H -0.93823 -4.10805 2.33257 0.08
H -0.65624 -2.24716 -0.53033 0.00
C -4.32591 -3.14486 -2.99109 -0.19
Si -5.01006 -1.46148 -2.40235 0.54
C -4.92427 -0.18008 -3.81055 -0.19
C -6.87765 -1.77156 -2.08601 -0.20
C -4.19972 -0.88344 -0.81840 -0.27
C -4.91258 -0.64679 0.35746 -0.10
C -4.25880 -0.21480 1.50244 -0.09
C -2.88337 -0.07832 1.45603 -0.12
N -2.17433 -0.29966 0.35227 -0.09
C -2.81630 -0.64289 -0.77694 -0.79
S -1.80392 -0.76717 -2.15753 0.60
H -4.86834 -3.51275 -3.85785 0.01
H -4.39917 -3.89624 -2.20946 0.02
H -3.28113 -3.04696 -3.26115 -0.01
H -5.51066 -0.48753 -4.67207 0.01
H -3.89641 -0.04748 -4.12554 -0.01
H -5.29260 0.78681 -3.48207 0.02
H -7.35786 -2.11133 -2.99898 0.01
H -7.39094 -0.87054 -1.76585 0.01
H -7.03909 -2.53362 -1.32984 0.02
H -5.98229 -0.79819 0.36879 0.08
H -4.80340 -0.01524 2.41650 0.09
H -2.31092 0.20369 2.32881 0.11
O -1.58062 3.79937 -2.25452 -0.01
C -1.12078 3.02525 -1.48526 -0.60
N -0.66744 2.32491 -0.65239 -0.09
Cl 1.43075 4.16222 4.25522 0.47
C 1.15867 3.71789 2.58145 -1.00
Cl 0.77751 1.96880 2.39638 0.58
H 2.07539 3.94514 2.04278 0.02
H 0.32097 4.31032 2.22360 0.02
C 1.87544 0.38743 -1.01890 -0.37
Ge 3.54939 0.26000 -1.85405 0.84
C 5.06988 0.10936 -0.53376 -0.26
C 6.40627 0.01894 -0.89993 -0.12
C 7.40217 -0.08641 0.05620 -0.12
C 7.07524 -0.11615 1.40194 -0.12
C 5.74457 -0.03923 1.78140 -0.10
C 4.75789 0.07633 0.81973 -0.11
C 3.86895 1.95636 -2.89835 -0.26
C 5.01018 2.28005 -3.61990 -0.13
C 5.11028 3.49027 -4.28769 -0.12
C 4.06710 4.39985 -4.24513 -0.12
C 2.92335 4.09069 -3.52637 -0.09
C 2.83291 2.88279 -2.86186 -0.11
C 3.93166 -1.26227 -3.11941 -0.26
C 4.01347 -1.10149 -4.49824 -0.12
C 4.10031 -2.19390 -5.34224 -0.12
C 4.09108 -3.48029 -4.82551 -0.12
C 4.01327 -3.65664 -3.45132 -0.11
C 3.93833 -2.55950 -2.61523 -0.11
H 6.67765 0.02559 -1.94855 0.09
H 8.44253 -0.14884 -0.24373 0.09
H 7.85462 -0.20122 2.15201 0.09
H 5.47885 -0.07224 2.83001 0.10
H 3.71491 0.13677 1.10399 0.08
H 5.83584 1.58017 -3.67106 0.09
H 6.00676 3.72792 -4.84992 0.09
H 4.14541 5.34697 -4.76839 0.09
H 2.09722 4.78741 -3.48720 0.10
H 1.94352 2.62722 -2.29769 0.07
H 4.00478 -0.10142 -4.91426 0.09
H 4.16655 -2.04811 -6.41463 0.09
H 4.12929 -4.34000 -5.48752 0.09
H 4.00171 -4.65823 -3.03715 0.09
H 3.86505 -2.70012 -1.54426 0.10